# 1
This record from the OMol25 dataset describes a molecular structure, C40H43KN8O5S6 in a non-equilibrium geometry. The level of theory is ωB97M-V with the def2-TZVPD basis set.

Last column: Mulliken charge in e.
CARTESIAN COORDINATES (ANGSTROEM)
K: -1.880 0.856 1.400  0.795
C: 3.123 6.587 0.914  -1.348
C: 1.668 6.564 0.550  0.760
C: 1.093 7.561 -0.215  -0.714
C: -0.264 7.587 -0.509  -0.786
C: -1.091 6.580 -0.018  -0.470
C: -0.547 5.576 0.769  -0.535
C: 0.825 5.547 1.003  0.293
N: 1.334 4.467 1.759  0.032
C: 0.951 3.107 1.795  -0.389
N: 1.129 2.554 3.011  0.232
C: 1.175 1.200 3.519  0.266
C: 0.693 0.105 2.804  -0.421
C: 0.693 -1.061 3.571  0.214
C: 1.067 -1.129 4.904  -1.106
C: 1.587 -0.018 5.532  -0.856
C: 1.705 1.179 4.817  0.779
C: 2.377 2.355 5.470  -1.565
N: 0.511 2.470 0.775  -0.069
C: 0.662 2.933 -0.515  0.529
C: -0.480 3.232 -1.261  -0.470
C: -0.353 3.626 -2.596  -0.805
C: 0.895 3.703 -3.200  -0.857
C: 2.014 3.398 -2.428  -0.905
C: 1.918 3.018 -1.097  1.606
C: 3.151 2.637 -0.335  -1.395
H: 3.643 7.419 0.436  0.411
H: 3.634 5.667 0.596  0.203
H: 3.297 6.675 1.993  0.330
H: 1.726 8.343 -0.605  0.310
H: -0.677 8.392 -1.103  0.372
H: -2.145 6.567 -0.209  0.538
H: -1.166 4.773 1.151  0.421
H: 2.051 4.686 2.443  0.346
H: 1.102 3.240 3.764  0.286
H: 0.269 -1.991 3.150  0.061
H: 0.945 -2.065 5.453  0.338
H: 1.861 -0.046 6.567  0.290
H: 2.763 2.025 6.425  0.383
H: 1.678 3.177 5.674  0.359
H: 3.207 2.767 4.879  0.287
H: -1.461 3.207 -0.787  0.247
H: -1.240 3.839 -3.170  0.493
H: 1.011 3.963 -4.258  0.355
H: 3.002 3.441 -2.870  0.312
H: 4.052 2.599 -0.983  0.447
H: 3.035 1.666 0.166  0.161
H: 3.374 3.332 0.489  0.137
O: -6.501 4.513 5.907  -0.673
C: -5.866 3.882 5.096  0.540
S: -4.988 4.626 3.787  -0.223
C: -4.329 3.149 3.046  0.045
C: -4.636 1.986 3.657  -0.141
S: -4.280 0.332 3.373  -0.625
S: -5.721 2.135 5.090  -0.236
S: -3.421 3.577 1.658  -0.549
C: 2.618 -7.634 -3.366  -1.200
C: 2.148 -6.177 -3.556  -0.492
S: 1.970 -5.243 -2.051  1.111
O: 1.642 -3.896 -2.431  -0.714
O: 3.163 -5.438 -1.272  -0.692
C: 0.601 -5.938 -1.213  -0.158
C: 0.329 -5.289 0.148  -1.749
N: -0.547 -4.112 0.121  0.576
C: -0.173 -2.833 0.279  0.474
N: -1.209 -1.975 0.239  0.398
C: -2.270 -2.738 0.043  -0.870
C: -1.920 -4.068 -0.041  -0.168
N: -2.783 -5.209 -0.249  1.205
O: -2.271 -6.296 -0.202  -0.711
O: -3.963 -4.964 -0.438  -0.636
C: 1.211 -2.354 0.521  -1.033
H: 2.746 -8.081 -4.370  0.385
H: 1.864 -8.229 -2.838  0.299
H: 3.559 -7.694 -2.822  0.312
H: 1.201 -6.071 -4.100  0.237
H: 2.905 -5.559 -4.050  0.458
H: 0.827 -6.996 -1.076  0.577
H: -0.284 -5.851 -1.861  0.267
H: 1.246 -4.991 0.647  0.597
H: -0.157 -6.019 0.783  0.418
H: -3.262 -2.382 -0.029  0.629
H: 1.552 -2.674 1.502  0.595
H: 1.164 -1.258 0.599  -0.376
H: 1.909 -2.770 -0.215  0.151
N: 0.203 0.072 -2.409  -0.194
C: -0.738 -0.539 -3.113  0.496
S: -1.833 0.312 -4.041  -0.375
N: -0.682 -1.904 -3.003  0.289
C: -1.659 -2.825 -3.395  -0.168
C: -3.013 -2.631 -3.110  -0.069
C: -3.931 -3.645 -3.347  -0.750
C: -3.528 -4.864 -3.865  -0.583
C: -2.191 -5.026 -4.190  -0.564
C: -1.264 -4.031 -3.968  -0.444
H: 0.243 1.083 -2.455  -0.084
H: 0.808 -0.395 -1.757  0.133
H: 0.188 -2.339 -2.690  0.099
H: -3.352 -1.690 -2.685  0.459
H: -4.968 -3.483 -3.097  0.363
H: -4.212 -5.683 -4.063  0.379
H: -1.847 -5.971 -4.593  0.346
H: -0.213 -4.213 -4.154  0.739

Properties
Lowest unoccupied orbital energy   2.6756 eV
Net charge   -2
Electronic energy   -145673.0490 eV
HOMO   -0.28 eV
2S+1   1

***

# 2
This record from the OMol25 dataset describes a molecular structure, C2H2ClIO in a non-equilibrium geometry. The level of theory is ωB97M-V with the def2-TZVPD basis set.

Last column: natural (NBO) charge in e.
CARTESIAN COORDINATES (ANGSTROEM)
C: -0.520 -0.498 -0.395  0.354
C: -0.432 0.974 -0.261  -0.499
O: -1.417 -1.008 -1.030  -0.480
Cl: -0.801 1.307 1.503  -0.035
I: -1.788 1.776 -1.626  0.221
H: 0.305 -1.102 -0.058  0.151
H: 0.698 1.508 -0.252  0.288

Properties
Lowest unoccupied orbital energy   -0.0881 eV
Electronic energy   -24775.5409 eV
HOMO   -9.70 eV
2S+1   1

***

# 3
This record from the OMol25 dataset describes a molecular structure, C23H45As4IN2OTi in a non-equilibrium geometry. The level of theory is ωB97M-V with the def2-TZVPD basis set.

Last column: Mulliken charge in e.
CARTESIAN COORDINATES (ANGSTROEM)
Ti: 0.001 0.962 -1.018  0.142
C: 0.212 -0.588 -3.924  -0.821
C: -0.264 0.701 -3.679  -0.076
C: 0.637 1.737 -3.378  -0.650
C: 2.009 1.460 -3.333  -0.733
C: 2.473 0.173 -3.577  -0.955
C: 1.576 -0.848 -3.868  -0.708
H: -0.467 -1.354 -4.276  0.586
H: -1.296 0.934 -3.935  0.717
H: 0.287 2.771 -3.394  0.783
H: 2.728 2.272 -3.251  1.014
H: 3.536 -0.021 -3.637  0.688
H: 1.946 -1.818 -4.163  0.649
C: -2.985 1.810 1.404  -1.360
As: -1.172 1.070 1.351  0.983
C: -0.389 2.160 2.790  -1.244
C: -1.648 -0.653 2.267  -1.643
C: -0.631 -1.799 2.243  1.741
C: 0.743 -1.232 2.616  -1.437
C: -0.563 -2.493 0.878  -1.370
As: 0.302 -1.616 -0.715  0.945
C: 2.195 -2.010 -0.397  -1.166
C: -0.104 -3.138 -1.901  -1.223
C: -0.983 -2.844 3.329  -2.131
As: -2.533 -4.176 3.293  0.379
C: -1.865 -5.711 2.269  -1.028
C: -4.011 -3.537 2.152  -1.020
H: -3.368 1.729 2.429  0.505
H: -3.654 1.254 0.743  0.421
H: -2.994 2.866 1.125  0.454
H: -1.040 2.105 3.669  0.490
H: -0.348 3.205 2.469  0.474
H: 0.613 1.830 3.070  0.301
H: -2.594 -0.982 1.823  0.510
H: -1.853 -0.371 3.308  0.721
H: 1.016 -0.430 1.907  -0.211
H: 1.506 -2.012 2.593  0.492
H: 0.707 -0.825 3.628  0.447
H: -1.575 -2.770 0.549  0.305
H: 0.010 -3.425 0.993  0.908
H: 2.288 -2.992 0.085  0.512
H: 2.663 -1.248 0.234  0.237
H: 2.723 -2.051 -1.353  0.404
H: 0.063 -4.064 -1.338  0.445
H: 0.548 -3.162 -2.775  0.417
H: -1.142 -3.122 -2.244  0.472
H: -1.115 -2.317 4.277  0.560
H: -0.127 -3.509 3.469  0.586
H: -0.886 -6.019 2.629  0.343
H: -1.835 -5.492 1.202  0.250
H: -2.551 -6.543 2.426  0.410
H: -4.483 -2.653 2.572  0.317
H: -4.750 -4.338 2.145  0.414
H: -3.696 -3.360 1.123  0.245
I: -2.483 6.300 -1.480  0.297
C: -2.426 4.207 -1.641  -1.018
C: -3.405 3.364 -2.164  -0.053
N: -2.952 2.109 -2.066  -0.491
N: -1.728 2.056 -1.501  0.983
C: -1.404 3.339 -1.238  -0.413
H: -4.364 3.610 -2.580  0.525
H: -3.453 1.270 -2.343  0.186
H: -0.469 3.610 -0.754  0.581
C: 4.579 1.400 -0.992  -0.976
As: 3.074 2.355 -0.196  0.664
C: 2.797 4.136 -0.929  -1.093
C: 3.395 2.493 1.716  -1.110
O: 1.581 1.458 -0.416  -0.405
H: 5.420 1.494 -0.297  0.529
H: 4.871 1.860 -1.940  0.434
H: 4.355 0.343 -1.140  0.265
H: 3.766 4.648 -0.926  0.499
H: 2.116 4.704 -0.287  0.413
H: 2.419 4.126 -1.955  0.381
H: 4.361 2.990 1.838  0.517
H: 3.459 1.510 2.189  0.402
H: 2.631 3.104 2.200  0.391

Properties
Lowest unoccupied orbital energy (alpha / beta)   -14.1321 / -14.1356 eV
Net charge   +4
Electronic energy   -304137.8945 eV
HOMO (alpha / beta)   -16.46 / -16.45 eV
2S+1   1